(1)
Molecular formula: C18H46N2O3
Method: DFT, the ωB97M-V functional and the def2-TZVPD basis

ORCA input file:
```
! wB97M-V def2-TZVPD RIJCOSX def2/J DEFGRID3
* xyz 0 1
H 4.504 5.063 -0.948
C -1.535 -4.808 1.074
H 5.029 2.325 1.084
H 3.544 1.525 0.635
C 4.273 5.834 1.063
H 0.838 -0.182 -7.034
H -2.986 4.949 -1.446
C 2.474 3.703 -0.574
H 1.848 1.667 -0.893
H -3.517 1.125 -0.556
H -1.813 -2.631 1.221
H -0.799 -7.396 3.877
H -1.114 -1.189 -3.044
H -0.891 4.294 0.253
C 1.473 2.576 -0.417
H 5.583 4.315 0.203
H 0.495 -6.475 4.709
H -1.413 1.788 0.115
H -0.384 -4.386 3.646
C -2.407 4.040 -1.293
C 4.887 1.802 -1.039
C 4.277 2.257 0.294
H -1.167 -6.143 5.114
H -5.017 -5.179 3.173
C -3.429 2.180 -0.295
C -0.510 -5.382 3.186
H -2.152 -0.827 -1.743
H 5.578 2.564 -1.406
H -1.173 -0.181 -5.642
H -1.771 1.120 -2.778
H -2.474 -4.872 0.526
H -0.393 -0.988 -1.470
H -4.139 -6.408 2.328
C -1.915 3.937 0.160
H 1.986 4.668 -0.399
H 3.285 5.661 1.493
H 4.962 5.800 1.908
H 4.101 1.626 -1.771
H 2.756 3.761 -1.650
H 5.475 0.889 -0.928
C -2.867 -4.886 3.080
H -0.823 -5.429 0.519
H -2.819 -3.788 3.186
C -0.514 -6.433 4.293
H 0.286 -0.930 -4.923
H 0.500 2.787 -0.848
C -4.195 -5.321 2.473
O -0.941 0.785 -2.422
H -4.404 -4.897 1.494
H -0.921 -1.929 -5.679
H 1.366 2.303 0.638
C -2.162 2.482 0.508
O 0.221 -0.917 -7.020
N 3.644 3.571 0.252
C 4.566 4.694 0.088
H -0.243 -3.178 1.760
H -2.540 4.572 0.794
H -1.574 3.942 -1.990
H 0.355 -5.539 2.540
H -2.216 2.274 1.577
C -0.418 -0.964 -5.759
H -4.345 2.497 0.219
H 4.291 6.808 0.581
C -1.155 -0.577 -2.127
H -0.611 -3.174 0.042
N -1.715 -5.421 2.372
H -2.852 -5.278 4.099
C -1.031 -3.369 1.030
O -3.250 2.892 -1.511
*
```

Output
lowest unoccupied orbital energy: 0.59 eV
SMILES: CCN(CC)CC.CCN(CC)CC.C1CCOC1.CO.CO
molecular weight: 338.58 g/mol
electronic energy: -1048.5515 Eh
Kohn-Sham gap: 8.663 eV

***

(2)
Molecular formula: C18H46N6O16P2SV
Method: DFT, the ωB97M-V functional and the def2-TZVPD basis

ORCA input file:
```
! wB97M-V def2-TZVPD RIJCOSX def2/J DEFGRID3
* xyz -2 2
N -3.329 -1.253 -2.486
H 2.452 3.562 -0.942
O -2.401 1.512 -5.376
C -4.395 -0.368 -2.951
C 1.872 -1.068 -2.955
N 3.345 -2.423 2.188
O 0.949 -0.308 -2.473
H 1.279 5.253 3.709
H -0.227 -2.905 -1.249
C 2.204 3.058 -2.659
C -5.218 -1.418 -0.077
C -2.742 -2.068 -3.522
N 3.213 0.150 1.458
H 3.358 5.378 0.773
H -4.384 0.449 1.515
N -2.278 -2.880 -0.692
S 1.380 4.364 1.472
H -0.182 -2.293 3.413
C 3.664 0.497 0.107
H -5.469 -1.719 -1.086
O 1.672 -1.648 0.354
H -4.495 3.557 -0.761
O 2.037 -2.242 -2.221
C 0.355 0.194 2.680
H -3.496 -0.921 2.137
H -5.913 -0.616 0.215
H 1.651 -1.985 -1.365
H 3.247 -3.443 0.354
N 1.334 -0.858 2.899
H 1.468 -2.806 3.720
H -5.416 -2.240 0.625
H 2.814 0.504 -0.576
H -2.096 -2.848 -3.085
H -0.760 -4.349 -0.457
O 0.514 1.116 -0.122
H 4.483 -0.142 -0.243
H 2.794 1.076 3.317
C -1.255 1.345 -4.864
H -2.802 -4.917 -0.689
C 3.798 -3.460 1.291
H -5.012 -0.025 -2.125
H 4.073 1.507 0.061
C 2.437 5.819 1.156
H -3.982 0.493 -3.473
H 4.864 -3.381 1.036
O -1.446 -0.455 -0.854
C -2.972 2.760 -1.081
H -3.704 -3.948 -1.807
C -0.889 -3.268 -0.452
H 2.640 4.138 3.528
H -2.668 0.376 1.143
P -2.634 -1.296 -0.985
H -4.050 -3.893 -0.054
H -0.431 -2.831 0.438
O 2.653 2.835 -3.747
H -1.973 -1.602 -4.153
H -2.274 1.408 -3.340
O 2.554 -0.879 -3.930
C 3.516 1.094 2.504
O -3.504 2.596 -2.199
O -0.171 1.252 -5.412
H 5.166 -1.815 3.086
H 3.638 2.088 2.083
H 0.809 1.171 2.524
C 4.157 -2.157 3.345
C -3.557 -0.236 1.281
H 1.967 6.355 0.337
H 4.486 0.823 2.960
C -3.256 -3.933 -0.804
O -1.319 1.232 -3.435
H 1.049 3.452 3.673
H -5.053 -0.946 -3.609
C 1.588 4.307 3.269
H 0.679 -1.597 4.748
H 3.675 -1.400 3.962
H -0.288 0.307 3.563
C 0.816 -1.933 3.710
H 2.585 6.379 2.073
O -1.886 2.263 -0.682
V -0.217 1.194 -1.479
H 4.232 -3.079 3.936
N -3.889 -0.875 0.029
H -0.318 -0.045 1.854
O 2.976 3.763 -1.738
O -3.724 3.492 -0.177
O 2.078 3.235 0.831
O 1.023 2.729 -2.220
P 2.321 -1.238 1.598
H -3.462 -2.633 -4.122
H 3.677 -4.440 1.778
*
```

Output
<S²>: 0.767
lowest unoccupied orbital energy (spin up / spin down): 3.50 / 3.50 eV
molecular weight: 747.55 g/mol
relative energy (zero: lowest compared OMol25 entry of this formula, charge and spin): 8.1 kcal per mole
electronic energy: -4271.0744 Eh
Kohn-Sham gap (spin up / spin down): 5.297 / 5.298 eV

***

(3)
Molecular formula: C18H46N6O16P2SV
Method: DFT, the ωB97M-V functional and the def2-TZVPD basis

ORCA input file:
```
! wB97M-V def2-TZVPD RIJCOSX def2/J DEFGRID3
* xyz -2 2
H -2.098 33.442 2.131
O -2.863 31.046 -7.009
V -1.454 29.421 -3.862
N -0.839 32.216 1.011
N 0.691 31.393 3.026
H -2.313 24.096 -7.169
H 0.119 30.139 4.531
H 0.902 23.674 -2.817
H 1.797 25.034 -3.517
H 0.868 24.325 -7.171
C 0.115 28.495 0.711
H -5.103 26.762 1.972
H -3.940 26.507 -4.197
O -4.724 26.809 -4.678
H 2.718 31.827 2.593
H 2.031 33.007 3.490
H 1.885 26.773 -7.525
N -1.530 25.697 -6.057
C 1.731 32.328 2.683
H 2.477 30.540 0.813
C 0.861 24.747 -3.042
O 0.529 30.166 -3.951
N -0.338 25.058 -3.777
H -1.553 23.625 -5.646
H -3.761 33.749 -3.353
H -3.068 28.243 1.459
C -1.083 33.456 1.723
N 0.409 29.929 0.837
O -1.504 28.769 -2.383
O 1.782 30.729 -5.684
P -0.345 26.187 -4.998
H -5.646 25.354 1.005
C -2.161 24.390 -6.124
H -1.655 25.008 -2.123
C -3.437 32.008 -3.408
H 1.915 29.592 -0.576
P -0.453 30.864 1.895
C 0.528 31.147 4.453
C -1.455 32.029 -0.307
H -2.177 26.180 -7.985
C -3.486 28.264 0.452
C 1.610 30.518 -4.462
H -6.034 27.024 0.485
H -0.350 29.824 -6.331
O -1.255 29.788 -5.938
H -2.707 28.574 -0.253
H -3.168 24.486 -5.699
O -0.942 30.670 -8.015
C 1.471 24.592 -6.298
H -1.179 31.035 -0.657
H -0.140 31.885 4.912
C -1.565 24.644 -3.156
C -2.083 26.682 -7.023
H -1.382 27.514 -7.051
C -1.739 30.574 -7.047
H 1.418 31.234 -0.425
H 0.991 27.973 1.120
O -4.399 31.905 -4.139
O -3.282 28.502 -4.448
H -0.323 33.641 2.483
H 1.192 28.016 -6.418
H 2.538 24.658 -6.509
H -3.046 27.025 -6.644
O -5.234 28.853 -5.442
O -3.319 33.211 -2.683
H 0.834 25.262 -2.071
H -0.769 28.229 1.276
H -2.547 32.024 -0.300
H 2.712 27.272 -6.113
H 1.354 23.921 -5.448
N 1.052 25.913 -5.849
C -4.470 28.165 -4.814
O -2.463 31.200 -3.287
O -0.541 27.566 -4.570
O 2.794 30.559 -3.734
H 0.027 28.229 -0.344
H -4.273 29.014 0.388
H 1.493 31.186 4.961
H -1.039 32.809 -0.940
O -1.594 30.116 2.460
C 1.622 30.335 0.164
S -3.778 26.558 -0.049
C 1.696 27.055 -6.482
H 1.631 32.757 1.689
C -5.297 26.383 0.969
H 3.308 30.585 -4.561
H -2.452 24.855 -3.739
H -1.602 23.555 -2.965
O -4.189 26.527 -1.468
H -0.926 34.315 1.062
*
```

Output
<S²>: 0.779
lowest unoccupied orbital energy (spin up / spin down): 3.80 / 3.80 eV
molecular weight: 747.55 g/mol
relative energy (zero: lowest compared OMol25 entry of this formula, charge and spin): 31.1 kcal per mole
electronic energy: -4271.0377 Eh
Kohn-Sham gap (spin up / spin down): 5.849 / 5.851 eV

***

(4)
Molecular formula: C18H46O14
Method: DFT, the ωB97M-V functional and the def2-TZVPD basis

ORCA input file:
```
! wB97M-V def2-TZVPD RIJCOSX def2/J DEFGRID3
* xyz 0 1
O -11.941 -6.310 6.822
C -13.061 -8.627 10.930
O -11.712 -8.469 7.496
H -13.059 -8.946 2.175
H -10.612 -5.387 10.158
H -14.827 -8.449 4.136
C -12.875 -12.978 9.264
H -17.221 -9.118 6.610
H -18.203 -10.540 6.373
O -14.247 -12.816 9.644
H -15.125 -17.517 8.079
H -17.346 -14.186 6.014
H -15.114 -12.288 5.871
H -12.912 -8.364 5.685
C -13.797 -18.693 7.339
H -16.990 -10.320 5.115
H -14.991 -13.979 7.126
C -17.276 -16.125 8.217
H -11.980 -16.113 11.762
O -16.262 -11.060 6.925
C -12.048 -8.889 6.164
H -16.220 -12.384 3.850
C -14.162 -9.278 10.008
H -12.934 -10.249 3.365
C -17.186 -10.205 6.236
O -15.923 -11.434 9.909
H -18.654 -15.282 9.391
H -9.647 -5.261 8.732
C -12.536 -16.448 10.866
H -12.649 -14.000 9.411
H -15.266 -11.579 1.622
O -11.000 -6.833 8.790
H -14.211 -8.813 9.011
C -11.599 -7.142 7.589
H -17.019 -13.081 8.087
H -12.843 -17.509 11.058
C -17.822 -13.807 8.110
H -15.182 -9.275 10.448
H -12.076 -17.001 8.966
O -11.717 -16.457 9.673
H -16.219 -10.863 7.907
H -12.811 -12.743 8.172
C -15.969 -12.292 1.927
H -15.081 -15.124 5.852
C -13.570 -9.457 2.953
H -12.149 -12.258 9.773
O -14.202 -17.434 7.918
H -11.360 -4.862 8.580
O -13.797 -10.690 9.944
H -13.115 -18.501 6.498
H -13.083 -10.560 6.725
O -17.676 -15.891 6.978
H -15.469 -13.264 2.110
O -13.900 -8.486 3.951
O -14.985 -13.051 5.304
H -11.266 -8.676 5.404
C -18.092 -14.493 6.775
H -19.126 -14.378 6.412
C -14.707 -11.606 9.853
H -12.125 -9.055 10.677
H -16.674 -12.490 1.132
H -13.361 -19.284 8.131
H -14.647 -19.170 6.863
H -16.937 -14.797 9.824
H -12.289 -10.807 5.211
H -11.328 -10.869 6.681
H -13.145 -7.514 10.927
H -13.346 -8.905 11.968
C -17.686 -14.969 9.064
O -16.649 -11.853 3.145
H -13.532 -14.345 6.107
H -13.403 -15.785 10.823
C -12.173 -10.361 6.200
C -10.663 -5.467 9.075
O -16.850 -17.199 8.534
C -14.630 -14.162 6.128
H -18.728 -13.267 8.393
H -14.462 -9.879 2.489
*
```

Output
lowest unoccupied orbital energy: 0.58 eV
SMILES: CCOC(=O)OC.CCOC(=O)OC.O=C1CCCO1.CO.CO.CO.CO.CO.CO
molecular weight: 486.55 g/mol
electronic energy: -1766.6842 Eh
Kohn-Sham gap: 10.685 eV

***

(5)
Molecular formula: C18H47BF2N15O7
Method: DFT, the ωB97M-V functional and the def2-TZVPD basis

ORCA input file:
```
! wB97M-V def2-TZVPD RIJCOSX def2/J DEFGRID3
* xyz -1 1
N -5.014 0.645 -2.983
O 6.787 -3.277 3.940
C 6.660 2.650 0.573
H -2.379 4.178 -2.019
H 3.653 -3.282 2.111
N 7.858 3.272 0.723
H 3.712 2.564 -1.085
C -2.289 3.043 -1.803
H 9.942 -3.645 3.843
H -12.037 0.507 0.494
N 2.104 -3.336 5.807
O 5.595 3.231 0.711
N 3.573 2.442 -2.073
H 4.294 4.774 -1.480
F 2.636 -0.265 -1.583
C 0.789 -1.918 -1.572
H -7.756 -1.490 -2.231
N 7.963 -5.161 3.510
N 9.049 -3.200 3.947
H 7.840 4.251 0.957
N -10.604 -1.274 -0.560
H -3.754 1.419 -1.054
C -3.744 2.377 -1.699
H 1.228 1.309 -3.057
H 3.282 1.540 -2.419
O -3.399 4.729 1.239
F -1.542 0.181 -1.473
N 2.960 -5.630 1.548
H 2.680 -6.536 1.212
H 2.225 -2.545 6.411
H 8.836 -5.644 3.397
N 3.506 -3.453 1.133
B -1.054 0.772 -2.737
H -1.625 2.677 -3.970
H 8.743 2.814 0.613
O -9.315 0.489 -1.143
C -6.403 0.454 -2.624
C 1.150 -0.357 -1.582
C 7.863 -3.843 3.808
H 0.738 -0.317 -3.779
H -3.342 -0.884 -3.390
H 3.641 -2.699 0.478
N 6.739 1.335 0.258
H -11.028 1.838 0.033
H 1.173 -3.669 5.618
H -7.140 1.288 -2.415
H -5.225 -2.948 -2.872
H 0.486 -2.295 -2.614
C 3.129 -3.999 5.215
C -4.426 -0.662 -3.130
H 7.603 0.839 0.140
C 3.128 -4.652 0.624
C 0.569 0.392 -2.882
H -9.959 -1.898 -1.016
H -1.579 0.255 -3.697
C -1.310 2.388 -2.892
N 4.145 4.617 -2.461
C -10.310 0.051 -0.593
N -11.212 0.849 0.036
H -5.093 6.104 2.415
H -11.417 -1.655 -0.113
H -0.277 2.897 -2.744
H 4.524 -2.725 6.098
H 0.834 0.191 -0.615
H 9.015 -2.218 4.168
H 7.103 -5.673 3.398
C -4.394 4.305 1.799
C -4.430 2.010 -3.104
H -3.774 2.168 -4.019
H 3.099 -5.495 2.536
H 5.870 0.839 0.138
C -6.744 -1.067 -2.516
O 3.580 3.259 -4.184
N -5.285 5.116 2.427
H 5.147 -3.979 5.076
N -4.698 2.987 1.843
H 4.291 5.376 -3.105
H -1.780 2.974 -0.771
H -5.512 2.615 2.297
H -6.110 4.786 2.893
O 2.954 -4.835 -0.572
C -5.401 -1.827 -2.866
H 1.579 -2.578 -1.068
H -4.059 2.353 1.387
O 2.953 -4.963 4.480
C 3.754 3.425 -2.985
N 4.359 -3.513 5.499
H -0.162 -2.018 -0.924
H -4.429 3.119 -1.131
H -5.328 2.729 -3.228
*
```

Output
lowest unoccupied orbital energy: 1.47 eV
molecular weight: 634.48 g/mol
electronic energy: -2286.8983 Eh
Kohn-Sham gap: 5.804 eV

***

(6)
Molecular formula: C18H47BO8P
Method: DFT, the ωB97M-V functional and the def2-TZVPD basis

ORCA input file:
```
! wB97M-V def2-TZVPD RIJCOSX def2/J DEFGRID3
* xyz -1 1
H -1.107 2.094 -4.163
H 9.373 -0.314 -0.897
O -3.117 -3.335 3.632
B -1.716 0.344 2.782
H -6.962 3.238 -0.173
H -0.334 -0.327 1.115
C -1.409 1.147 -3.711
H 7.721 -2.885 -1.032
H -3.522 3.280 2.264
H 4.705 -0.912 -3.106
C -2.238 -3.795 4.648
H -1.602 -0.457 -1.696
H -4.975 6.181 0.305
H -1.080 1.801 -1.041
O -3.856 2.390 2.387
H -1.655 -2.926 4.955
H -2.377 -4.650 6.642
H 3.894 -0.304 -5.373
H 3.917 -2.476 -3.219
H -3.697 -3.544 6.220
C -3.035 -4.320 5.835
H -1.879 -5.724 3.734
O -0.774 -0.605 -2.170
H 9.820 -1.781 -1.761
C -6.274 4.914 1.019
H -6.388 4.401 1.974
C -0.209 0.119 2.109
H 1.851 -1.259 -3.674
H -5.927 4.381 -1.050
H -8.402 5.203 0.698
H -5.215 3.270 0.114
H -3.652 -4.077 3.334
C -0.150 1.656 -1.598
C 7.014 -1.280 0.207
O 2.291 -0.556 -4.167
C -7.488 5.797 0.765
O -1.500 1.031 4.088
H -1.562 0.413 -4.506
H -0.598 -5.207 4.848
C 0.486 1.420 1.977
H 5.966 -1.569 0.129
C -6.089 3.887 -0.085
C 0.967 2.512 1.805
H 0.402 -0.516 2.752
H 5.283 -2.097 -4.283
H 0.591 1.290 -0.889
H 2.446 -2.997 -5.292
H 0.572 0.471 -3.239
C 4.393 -1.685 -3.805
P -2.720 1.452 1.521
H -7.368 6.353 -0.169
H -2.258 -0.740 2.980
H 7.291 -0.347 -2.185
H 7.413 -1.667 1.146
H -7.605 6.528 1.566
C 7.803 -1.798 -0.986
H 0.185 2.622 -1.983
C -0.366 0.654 -2.719
H -2.143 1.733 4.208
O -5.103 5.724 1.142
O -3.551 0.414 0.469
C 9.270 -1.403 -0.898
H 7.047 -0.187 0.243
H 2.265 -1.769 -6.539
H 9.733 -1.795 0.009
H 3.812 -2.617 -6.356
H -0.745 -4.469 3.243
O 7.234 -1.308 -2.199
C 2.965 -2.190 -5.815
H -2.371 1.292 -3.211
H -3.662 -5.165 5.532
C 3.419 -1.123 -4.829
H 1.228 3.502 1.527
C -1.306 -4.862 4.091
H -3.371 -0.478 0.801
*
```

Output
lowest unoccupied orbital energy: 2.33 eV
molecular weight: 433.35 g/mol
electronic energy: -1682.1698 Eh
Kohn-Sham gap: 5.542 eV